Record 1
108
Properties=species:S:1:pos:R:3:lowdin_charge:R:1 method="wB97M-V/def2-TZVPD" multiplicity=1 e_lumo_ha=0.0023
Br 2.007 -3.255 -3.925 0.6295
Br 0.477 -3.771 -0.549 0.8630
O -3.759 0.181 -2.355 -0.1131
O -2.827 -2.480 1.864 -0.2250
O 1.016 1.233 -4.151 -0.0816
O 3.455 -1.893 0.376 -0.2169
O 0.060 2.327 4.233 -0.1239
O -1.137 -0.949 -0.714 -0.2604
N -0.122 -2.967 4.895 0.0388
N -1.488 4.979 -1.050 0.0324
C 0.517 3.645 -1.046 -0.0642
C 0.779 4.079 2.929 -0.1109
C -0.966 -2.496 2.244 -0.2582
C -1.614 0.902 -2.029 -0.1507
C 2.103 0.379 -3.669 -0.1113
C 4.762 -2.399 -0.003 -0.1272
C 2.127 -2.643 -0.956 -0.4568
C -0.058 2.818 -0.008 -0.2384
C -1.452 -1.713 3.254 -0.0266
C -2.575 1.868 -1.319 -0.1246
C -2.472 -0.374 -2.064 -0.1420
C -0.357 0.289 1.052 -0.0409
C -2.032 4.250 -0.052 -0.0950
C 0.596 2.880 1.924 -0.1159
C -1.165 -0.974 0.680 -0.2669
C 0.161 -0.549 -1.227 -0.2451
C 2.025 0.710 -2.160 -0.1828
C 5.210 -1.546 -1.224 -0.1084
C -0.975 -1.957 4.582 -0.0961
C 4.232 -0.405 -1.211 -0.1901
C -3.650 -4.132 0.334 -0.1086
C 0.464 1.717 2.991 -0.1456
C 0.193 1.786 -3.101 -0.1540
C -0.173 3.724 4.018 -0.2064
C 0.711 0.171 -0.034 -0.1540
C -1.310 3.115 0.484 -0.1362
C -3.904 1.576 -1.935 -0.1319
C -3.031 -1.850 0.576 -0.3026
C 2.060 -1.958 -2.400 -0.6395
C 1.181 1.923 -2.006 -0.2126
C -0.047 -3.466 2.481 -0.0667
C -3.981 -2.707 -0.247 -0.0790
C -3.512 -3.803 1.846 -0.0758
C -0.221 4.773 -1.411 -0.1004
C 3.523 -0.487 0.104 -0.1400
C 0.355 -3.641 3.830 -0.1344
H 1.066 1.145 -0.369 0.0722
H 3.587 -0.468 -2.087 0.0389
H 0.697 -1.492 -1.330 0.0293
H 2.908 -1.303 -2.603 0.0097
H 0.529 1.929 0.168 0.0517
H -2.481 1.701 -0.246 0.1040
H 3.897 0.029 0.988 0.1569
H -1.772 2.472 1.219 0.1433
H -4.711 1.720 -1.217 0.1216
H 1.053 -4.432 4.063 0.0912
H 1.491 2.672 1.337 0.1387
H -2.216 -1.056 0.955 0.0173
H 0.266 -4.092 1.658 -0.0222
H -2.268 -1.010 3.165 0.1371
H -2.228 2.890 -1.472 0.0900
H -1.478 1.242 -3.056 0.1439
H -3.766 -2.447 -1.283 0.1123
H -2.418 -0.840 -1.080 0.0429
H 1.166 -1.358 -2.566 0.0235
H -0.206 2.964 1.191 -0.0715
H -1.167 3.974 3.649 0.1185
H -4.482 -4.837 0.317 0.1062
H 2.469 -0.208 0.094 0.0457
H -1.421 -2.448 1.266 0.0471
H -2.115 -1.064 -2.830 0.1616
H 4.759 -3.461 -0.248 0.1196
H 1.727 2.863 -2.094 0.1034
H -1.306 -1.345 5.407 0.0966
H 6.263 -1.303 -1.085 0.1150
H -0.781 -1.949 0.984 -0.0038
H 1.816 4.029 3.264 0.1174
H 1.560 -0.031 -1.509 0.0410
H 1.466 1.332 3.181 0.1409
H 0.045 0.260 2.065 0.0577
H 3.075 0.528 -4.141 0.1386
H -3.490 -0.863 0.635 0.1878
H 3.060 0.859 -1.853 0.0958
H -0.121 2.793 -3.376 0.1602
H 0.640 2.072 -1.072 0.0301
H 0.046 4.235 4.955 0.1250
H 1.910 -0.679 -3.843 0.0364
H 1.481 3.514 -1.514 0.0735
H -5.003 -2.357 -0.097 0.1205
H -2.881 -4.626 2.180 0.1233
H 1.524 -0.330 0.492 0.1072
H -3.036 4.503 0.257 0.1182
H -2.107 -1.935 0.004 0.0954
H 2.319 -1.916 -0.166 -0.0217
H 0.025 5.548 -2.122 0.1099
H -0.832 1.269 1.007 0.0778
H -4.466 -3.912 2.361 0.1251
H 0.638 5.074 2.508 0.1197
H 4.883 0.464 -1.301 0.1429
H -0.714 1.218 -2.896 -0.0700
H -2.796 -4.592 -0.164 0.1033
H 5.380 -2.444 0.894 0.1263
H -0.288 0.948 2.810 0.0707
H -0.730 0.759 -1.407 0.0845
H 2.939 -3.369 -0.973 0.0613
H -3.934 2.310 -2.740 0.1242
H 0.040 0.123 -2.077 0.1119
H 5.301 -2.182 -2.105 0.1214

---

Record 2
132
Properties=species:S:1:pos:R:3:lowdin_charge:R:1 method="wB97M-V/def2-TZVPD" multiplicity=1 e_lumo_ha=-0.1480
Br 5.510 -4.469 -0.058 0.6415
Br 4.273 -3.096 2.464 0.6096
Br 0.077 2.641 3.391 0.9043
Br 6.106 -1.389 0.477 0.6267
K -4.011 -1.821 5.932 0.6405
Cl 3.302 -5.703 0.107 -0.1597
P -0.210 -4.563 -7.053 -0.1223
P -2.068 2.305 0.730 0.9259
Mg -2.874 -4.459 3.720 0.5829
Na -5.612 3.686 0.862 0.3690
F 3.432 0.249 -1.615 0.2087
F 1.865 -0.293 -2.953 0.2015
F -2.141 1.022 3.622 0.0577
F 1.982 -1.170 -1.024 0.1919
O 2.561 0.073 -6.613 0.0466
O -2.229 -1.639 -3.839 0.0007
O -0.306 -3.063 -7.293 -0.2029
O -3.591 2.672 0.217 -0.3512
O 0.851 -5.124 -7.987 -0.1545
O 2.770 -0.072 -8.855 0.1927
O 5.752 -7.578 1.207 -0.1013
O -0.857 3.290 0.276 -0.2403
O 6.458 -9.710 1.303 0.0168
O -4.357 -1.885 -4.258 -0.0452
O 1.472 0.994 -1.205 0.0748
O -2.655 1.015 -1.532 -0.2247
O -1.506 -5.300 -7.352 -0.1679
O 0.135 -4.776 -5.582 -0.2160
O 4.576 0.306 -7.563 0.0568
O 7.632 -8.180 0.127 0.0085
O -2.865 -2.962 -5.558 0.1819
N -2.030 -0.334 1.811 0.0807
N -9.673 0.136 -0.622 0.1416
N -1.273 -0.943 4.016 0.0467
C 3.517 0.075 -5.547 -0.1329
C -1.468 -0.014 6.363 -0.1508
C -5.378 -2.421 -5.107 -0.0416
C 3.650 4.839 0.341 -0.2191
C -0.351 0.184 0.258 -0.2289
C 0.629 0.650 1.359 -0.1093
C 1.887 5.759 1.948 -0.1163
C 4.443 3.781 1.069 -0.1824
C -3.747 0.921 -2.428 -0.0303
C -0.835 -1.912 -4.166 -0.1811
C -7.439 1.247 -1.361 -0.0891
C 4.840 -2.826 0.650 -1.6054
C -2.059 1.474 8.292 -0.0682
C 3.534 0.405 2.748 -0.2044
C 2.168 -0.045 -1.702 -0.7838
C -5.403 0.893 2.088 0.1427
C 6.530 -8.546 0.947 -0.8006
C -3.108 -2.238 -4.651 -0.5955
C 0.067 0.745 -1.095 -0.0990
C -2.057 -0.883 5.214 -0.3891
C 1.152 0.107 3.741 -0.2316
C -2.612 0.426 7.337 -0.2627
C -1.800 0.477 0.558 -0.3724
C -3.442 -0.802 2.067 -0.1295
C 3.205 5.983 1.234 -0.2448
C 2.546 0.715 3.862 -0.1954
C -0.339 -1.095 -5.339 -0.0689
C -1.343 0.151 3.084 -0.4880
C -2.556 -0.059 -0.663 -0.1857
C 3.768 1.418 1.621 -0.1966
C -8.686 0.628 -0.958 -0.2787
C 0.127 0.742 2.824 -0.5468
C 4.743 0.680 -6.197 -0.1254
C 3.552 2.885 1.931 -0.1946
C 3.249 0.083 -7.790 -0.5540
C -4.509 0.128 1.974 -0.1034
H 1.418 6.708 2.119 0.0655
H 3.699 3.146 2.962 0.1115
H 3.683 -0.955 -5.221 0.1406
H 1.302 -0.903 3.403 0.1223
H -3.470 1.417 -3.329 0.1066
H -0.218 -0.877 0.161 0.1474
H -2.036 -1.931 5.648 0.0519
H -5.269 -3.497 -5.218 0.1002
H 3.215 1.174 0.743 0.0741
H 1.191 5.175 1.378 0.0453
H 2.557 1.727 4.185 0.0664
H -0.479 1.601 -1.411 0.1124
H -1.553 -1.217 1.586 0.1807
H -1.997 -0.836 -1.160 0.1363
H 2.953 0.203 4.710 0.1121
H 1.402 -0.077 1.364 0.1043
H -3.963 -0.089 -2.674 0.0697
H 4.757 1.770 -6.128 0.1288
H -0.158 -0.003 -1.823 0.1130
H -3.443 0.822 6.742 0.1053
H -2.305 2.436 7.902 0.0814
H -3.617 -1.548 1.323 0.1288
H 4.790 1.319 1.327 0.0734
H -7.173 0.937 -2.368 0.0889
H -0.278 -1.659 -3.263 0.0882
H -3.158 -0.662 5.065 -0.0218
H 2.017 5.325 2.915 0.0512
H -2.427 1.335 9.285 0.0759
H -1.218 -1.861 3.602 0.0720
H -0.859 -1.371 -6.245 0.0555
H 3.971 -2.564 0.065 -0.0461
H -5.347 -1.942 -6.082 0.1010
H -6.331 -2.203 -4.629 0.0845
H -3.542 -0.467 -0.480 0.1281
H 4.482 0.226 3.201 0.1006
H 4.907 3.177 0.317 0.1026
H -3.694 3.603 0.480 -0.0283
H -6.084 1.670 2.163 -0.0112
H -6.646 0.948 -0.676 0.0475
H -0.819 3.524 -0.666 0.0901
H 2.549 3.141 1.664 0.0576
H -0.999 1.359 8.315 0.0738
H -7.545 2.331 -1.341 0.0669
H -0.516 -0.023 -5.169 0.0810
H -2.934 -0.470 7.898 0.0912
H 3.948 6.236 1.969 0.1058
H 7.428 -7.245 0.021 0.0490
H 3.148 0.658 -4.709 0.1096
H -0.913 0.804 5.958 0.0977
H 0.789 0.047 4.737 0.0851
H 0.720 -1.258 -5.497 0.0697
H 3.074 6.843 0.607 0.0968
H 2.756 4.416 -0.079 0.0999
H 3.244 -0.535 2.317 0.0297
H -4.617 1.402 -2.011 0.0656
H -0.820 -0.654 6.918 0.1201
H 5.160 4.310 1.667 0.1101
H 1.015 1.605 1.121 0.0761
H 4.229 5.254 -0.459 0.1041
H 5.675 0.288 -5.799 0.1310
H -0.696 -2.978 -4.352 0.1030
H -3.507 -1.322 2.995 0.0618